[1]
Below is a single C2H2ClF2I molecule, with properties calculated with ωB97M-V with the def2-TZVPD basis set.

Structure (ORCA input):
```
! wB97M-V def2-TZVPD RIJCOSX def2/J DEFGRID3
* xyz 0 1
I 0.55490 -1.19121 2.08145
F -0.06977 0.72371 -1.79178
Cl 0.68447 1.82150 0.82286
H 1.07625 -0.70937 -0.88056
C -0.15017 0.27991 0.62299
H -0.70256 -1.06299 -0.97715
F -1.46153 0.46800 0.86021
C 0.06841 -0.32955 -0.73803
*
```

Output
- HOMO-LUMO gap: 9.9 eV
- LUMO level: -0.34 eV
- Energy relative to the best compared isomer or geometry (same formula, charge and spin): 7.56 kcal/mol
- Strongest force on any atom: 2.9 eV Å⁻¹
- HOMO level: -10.3 eV
- Structure (SMILES): FC[C@](F)(Cl)I

Atomic partial charges in e from the natural (NBO) method, atoms 1 to 4:
1. I 0.11
2. F -0.38
3. Cl 0.03
4. H 0.21



[2]
Below is 5 unconnected molecules or ions with the total composition C21H47N5O5, with properties calculated with ωB97M-V with the def2-TZVPD basis set.

Structure (ORCA input):
```
! wB97M-V def2-TZVPD RIJCOSX def2/J DEFGRID3
* xyz 0 1
H -3.11447 1.12350 2.81376
C 5.06802 -6.13686 -0.42395
H 3.18466 2.82444 0.48619
C -3.48814 2.09155 0.87067
C -5.08707 4.64289 0.57089
C 3.12295 -0.73060 -2.68226
C -3.05103 0.87145 1.75520
O -1.56207 3.31489 1.56671
O 3.07000 -2.62034 -5.78878
H 5.94297 -5.01032 1.76962
N 3.14228 -1.85807 -3.57273
C 3.27317 -1.76784 -4.90684
H 6.03486 -6.15458 -0.92694
H -3.30673 0.69296 -0.79074
H -3.74189 0.02889 1.72514
H 3.62676 -1.13096 -1.80250
H -3.61308 5.32540 2.99284
H -2.12725 5.54198 2.20179
C 1.28057 1.45168 1.23339
H -5.40469 3.04027 -0.97013
C 2.85383 -0.43186 0.71930
C -4.99292 2.22994 0.96042
C -2.76965 5.16536 -0.41179
H -5.68523 1.40121 0.81202
H -2.64935 -3.37120 1.41000
H 3.67836 -0.80105 -5.24350
H -0.46758 -1.97197 2.54978
N 2.58766 1.00730 0.57738
H -3.51186 2.41021 -1.27994
H -1.89989 5.71685 -0.05475
H 0.56632 -2.92414 1.43152
H 1.31963 -2.76674 -3.03920
H 2.50228 -3.24253 -1.96496
H -3.29391 5.75612 -1.16295
C -0.10384 -2.06981 1.52692
C -3.01716 1.72478 -0.59179
H -6.57827 3.38874 0.12909
H 3.90837 -0.70424 0.76249
H -2.01540 1.76561 -1.01949
H -2.05623 0.46075 1.58252
H 1.13149 2.53130 1.21660
H -2.97052 -3.30645 -0.25453
H 5.05979 -6.87724 0.37598
N 4.61417 -4.92661 0.21991
H -2.33908 4.28333 -0.88586
H 2.07733 -0.52412 -2.45392
H 6.49829 -3.98595 0.41613
H 3.77416 0.02398 -3.12344
H 0.48166 0.95032 0.68705
C -0.94204 -1.58728 -0.72085
H -1.75237 -1.80611 -1.43337
H -1.46604 3.11046 2.49976
O -0.03920 -0.80751 -0.99580
H 2.56488 -3.84573 -3.67769
C 3.35190 -4.29912 0.16077
H 2.38774 -0.79116 -0.19818
H 5.29527 -3.31013 1.38891
C 2.38524 -2.99522 -3.02007
O 3.16240 -3.22928 0.72985
C -2.13789 -3.32094 0.44876
H 1.48520 1.00888 2.20815
N -2.97715 3.35651 1.44871
H -3.36281 6.62006 1.74736
H -1.68725 -4.31238 0.49418
C -3.20067 5.57608 2.01551
N -1.12911 -2.21978 0.45915
H -5.21859 2.57382 1.96984
C 5.64034 -4.27687 1.02225
H 2.59966 -4.92813 -0.33992
H -5.29926 5.37698 -0.20640
H 4.25204 -6.52274 -1.03499
H -5.74158 4.96267 1.38173
C 3.43820 1.82270 0.10614
H 2.53247 -0.90868 1.64529
O 4.46047 1.51007 -0.48531
C -3.54202 4.60432 0.83073
H 0.47886 -1.15055 1.46772
C -5.49085 3.33650 0.07530
*
```

Output
- HOMO-LUMO gap: 9.0 eV
- LUMO level: 0.37 eV
- Energy relative to the best compared isomer or geometry (same formula, charge and spin): 0.00 kcal/mol
- Strongest force on any atom: 5.3 eV Å⁻¹
- HOMO level: -8.7 eV
- Structure (SMILES): CC1(C)CCCC(C)(C)N1O.CN(C)C=O.CN(C)C=O.CN(C)C=O.CN(C)C=O

Atomic partial charges in e from the Löwdin method, atoms 1 to 4:
1. H 0.08
2. C -0.07
3. H 0.13
4. C -0.46



[3]
Below is a molecular structure, C47H29N11O3Sr, with properties calculated with ωB97M-V with the def2-TZVPD basis set.

Structure (ORCA input):
```
! wB97M-V def2-TZVPD RIJCOSX def2/J DEFGRID3
* xyz -2 1
H 5.00749 0.26236 3.55183
C -1.19080 -3.42677 2.87461
C 0.61395 0.49694 2.75623
C 2.17332 -2.21841 1.62162
H 1.73443 0.27998 4.56899
H -1.16437 -3.20566 4.96069
N 0.41182 -2.27953 -2.05692
C 2.51254 1.31696 -2.60518
C 5.80872 2.12515 2.83492
H -0.33979 -0.83489 4.88520
C 5.04433 2.91094 0.66559
H 3.50824 6.48879 1.57226
H 1.88471 -7.37310 2.77674
C 1.36383 4.27075 0.16653
C 0.69838 2.94329 0.40554
C 1.52831 1.12182 -6.08167
N -0.09759 -4.03878 -0.48729
H -1.80020 -2.71908 0.92942
C 1.35540 -0.14169 -3.78849
C 2.84219 6.05262 0.83650
N -0.17686 -1.52065 1.59735
N 0.68123 -1.23865 -4.22123
C 5.81707 3.08175 1.79525
C 4.22291 0.81740 1.61731
C -0.26073 -3.45654 -3.94318
H 2.36878 4.32983 2.04423
N 3.09550 -1.37045 1.85527
N 0.46872 1.13064 1.65080
H -1.76952 -6.94397 -4.46248
C -0.03962 -3.51770 -1.65435
C 3.14987 -4.22637 2.91669
C 2.97840 3.00703 -4.55054
C 2.46653 1.85657 -3.97015
C 0.28118 -3.41254 0.73187
O -2.54983 -1.13258 -0.35808
H -0.38816 -3.19435 -6.06373
H 3.12900 4.10260 -6.38735
H 2.08662 1.74689 3.61682
C -1.34019 -5.96155 -4.30247
H 3.52790 3.72295 -3.95172
N 0.96390 2.39787 1.58978
H 5.03812 3.64700 -0.12982
C 1.96685 -6.30991 2.58335
C 1.30244 1.07332 3.95854
C -1.11678 -5.12642 -5.39624
H 6.43823 3.96551 1.89600
N 3.18723 1.84859 -1.64389
N 0.98289 -2.05736 0.81391
H 6.43011 2.28869 3.70912
H -1.37810 -5.47437 -6.38908
H 0.54828 4.41442 -1.79085
H -3.74878 -1.51749 -1.93745
H 0.60711 1.65577 4.57133
H 0.96838 0.39106 -6.65184
N 2.75419 0.12484 0.00899
O -0.01817 2.47001 -0.51504
C -2.86989 -0.95015 -1.55857
C -0.39262 -1.40871 3.96998
C 1.18118 4.90044 -1.05984
H 1.68053 6.57621 -2.30072
C 3.33054 1.27116 -0.41803
C 2.75046 3.20767 -5.90587
C 0.32705 -2.19816 -3.39496
C 2.03499 2.27680 -6.66586
C 0.04121 -0.85642 2.82148
C -0.48453 -4.28613 -2.85665
C 1.81963 6.10049 -1.33660
H 3.15839 7.61512 -0.60630
H 3.96754 -3.64992 3.33060
C 2.65075 6.68217 -0.38748
O -2.27731 -0.20059 -2.36377
C 3.28574 -0.18169 1.19869
H 1.87136 2.46413 -7.72104
C 5.02114 0.99600 2.75330
C -0.90576 -2.80995 1.54656
C 1.75114 0.92875 -4.72915
C 2.21321 -3.59999 2.10124
H 0.24521 -6.23434 1.27644
C 4.23980 1.77123 0.57165
C -0.56811 -3.85806 -5.22766
C 1.04590 -5.68288 1.75334
C -0.95430 -2.75258 3.99819
C 3.00726 -5.58159 3.16449
C 1.17320 -4.32286 1.53714
H -1.56120 -4.44547 2.88489
N 1.79241 0.11972 -2.57706
H 3.71884 -6.09129 3.80404
C 2.20549 4.85141 1.11124
Sr -0.18810 -0.03915 -0.75620
C -1.02138 -5.54757 -3.01145
H -1.18861 -6.18305 -2.15063
*
```

Output
- HOMO-LUMO gap: 4.9 eV
- LUMO level: 4.09 eV
- Energy relative to the best compared isomer or geometry (same formula, charge and spin): 59.78 kcal/mol
- Strongest force on any atom: 0.8 eV Å⁻¹
- HOMO level: -0.8 eV

Atomic partial charges in e from the Löwdin method, atoms 1 to 4:
1. H 0.10
2. C -0.04
3. C -0.30
4. C -0.23



[4]
Below is a molecular structure, C13H19BeN4O, with properties calculated with ωB97M-V with the def2-TZVPD basis set.

Structure (ORCA input):
```
! wB97M-V def2-TZVPD RIJCOSX def2/J DEFGRID3
* xyz 1 1
H -0.17525 -4.73613 0.81185
H -2.30244 1.55623 2.61554
C 0.89700 3.34184 1.45901
H -2.39708 -4.03408 0.22697
C 0.31257 2.36623 0.61316
H 1.79804 3.86602 1.16812
C -1.53900 -3.60175 -0.29539
C 1.37542 1.19888 -2.63637
Be -0.92499 0.29455 -1.18715
H 1.22899 0.55785 -3.49382
N 0.50476 1.16621 -1.58399
H -0.57798 -3.30319 1.52110
H 0.43977 -1.06201 0.65529
N -0.35318 -3.74254 0.61848
O -1.46240 0.79434 0.30874
C 0.88675 -3.09766 0.06348
C -1.76654 -2.11434 -0.62367
C 0.59726 -1.62313 -0.27397
C -0.87571 1.68502 1.01343
H -1.93008 0.55030 -2.16822
H 3.22630 2.42519 -2.99071
H -0.35972 -1.76708 -2.11230
N 2.08020 2.64107 -1.18393
C 2.37143 2.11394 -2.41167
H 2.60867 3.34855 -0.70359
H -1.27059 3.24840 4.05932
C -1.39478 2.05542 2.27537
H 1.17427 -3.66885 -0.82546
H -1.32165 -4.18751 -1.19471
H 1.47564 -1.18301 -0.75841
C -0.81233 3.01896 3.10410
H -2.57483 -2.02473 -1.35762
C 0.93607 2.04778 -0.69677
H -2.10548 -1.59089 0.27880
N -0.57307 -1.43001 -1.14365
H 0.80122 4.41470 3.32677
H 1.66352 -3.19012 0.82768
C 0.33925 3.66555 2.69420
*
```

Output
- HOMO-LUMO gap: 6.3 eV
- LUMO level: -3.52 eV
- Strongest force on any atom: 2.5 eV Å⁻¹
- HOMO level: -9.8 eV

Atomic partial charges in e from the natural (NBO) method, atoms 1 to 4:
1. H 0.44
2. H 0.22
3. C -0.17
4. H 0.25



[5]
Below is 2 unconnected molecules or ions with the total composition C11H15N, with properties calculated with ωB97M-V with the def2-TZVPD basis set.

Structure (ORCA input):
```
! wB97M-V def2-TZVPD RIJCOSX def2/J DEFGRID3
* xyz 0 1
C -1.19616 -0.41254 0.55213
H 0.42746 -0.95071 -2.39361
C -1.08823 -1.62490 1.20738
N -1.89850 0.70894 0.93065
H 3.31604 1.17355 2.92496
H -0.90536 1.01728 -3.08821
H -1.15178 2.73408 -2.48334
C 2.79576 1.12586 1.96344
C 0.17706 -2.34106 -0.79470
C 3.69380 0.65380 0.77151
H 4.06470 1.58718 0.38187
H 3.33449 0.08995 -0.09715
C -0.59533 1.80722 -2.38143
H -0.02312 -3.50605 1.06865
H 1.86210 0.57763 1.98983
C -0.97209 1.20333 -1.06188
C -0.05684 -1.13555 -1.44575
H -2.26149 2.62407 0.14046
H -1.48114 -1.91204 2.17472
H 0.67081 -3.25202 -1.12196
C -0.59573 -0.13323 -0.66557
H 2.52966 2.17793 1.83754
H 4.41751 -0.04833 1.20896
H -2.64577 0.75395 1.60738
C -1.68654 1.71828 0.00633
C -0.30839 -2.59910 0.55020
H 0.42631 1.80575 -2.76203
*
```

Output
- HOMO-LUMO gap: 8.7 eV
- LUMO level: 0.91 eV
- Energy relative to the best compared isomer or geometry (same formula, charge and spin): 32.52 kcal/mol
- Strongest force on any atom: 2.6 eV Å⁻¹
- HOMO level: -7.8 eV
- Structure (SMILES): Cc1c[nH]c2ccccc12.CC

Atomic partial charges in e from the natural (NBO) method, atoms 1 to 4:
1. C 0.14
2. H 0.21
3. C -0.24
4. N -0.53



> Which of these has the lowest strongest force on any atom?

C47H29N11O3Sr



> The highest strongest force on any atom belongs to which entry?

C21H47N5O5



> Which of these has the highest LUMO level?

C47H29N11O3Sr



> Look up the strongest force on any atom of the fifth one.

2.6 eV Å⁻¹